[1]
Molecular formula: C2H12N2O4
Method: DFT, the ωB97M-V functional and the def2-TZVPD basis

Summary:
Calculated total energy   -13439.2330 eV
ΔE to the lowest compared entry with this formula, charge and spin   114.3 kJ/mol
SMILES   CNC(N)=O.O.O.O

Geometry (Å):
C1 -1.68 -1.04 1.53
N1 -0.24 -1.11 1.54
C2 0.47 0.04 1.31
N2 1.86 -0.08 1.14
O1 -0.14 1.05 1.00
H1 -2.04 -0.47 2.39
H2 -2.30 -1.94 1.64
H3 -2.10 -0.30 0.83
H4 0.18 -2.03 1.68
H5 2.23 -0.96 0.77
H6 2.35 0.78 0.95
O2 0.70 2.99 -1.00
H7 1.28 3.29 -0.30
H8 -0.15 3.39 -0.84
O3 0.07 0.14 -2.11
H9 0.18 0.98 -1.66
H10 0.49 0.26 -2.98
O4 -0.89 -2.33 -2.19
H11 -1.81 -2.09 -2.20
H12 -0.34 -1.60 -1.87

Atom charges from the Mulliken analysis, given in e for atoms 1 to 2: number 1, C, carries -0.9070; number 2, N, carries -0.1533



[2]
Molecular formula: C19H34N4O5PS
Method: DFT, the ωB97M-V functional and the def2-TZVPD basis

Summary:
Calculated total energy   -56566.2221 eV
Net charge   -1

Geometry (Å):
C1 1.43 4.84 1.41
C2 1.57 4.20 -0.13
C3 0.42 3.08 -0.28
N1 0.68 1.80 -0.94
C4 1.99 1.50 -1.52
C5 2.87 0.64 -0.38
C6 3.33 1.29 1.07
C7 4.20 0.45 2.23
C8 4.61 -1.11 1.97
C9 4.16 -1.77 0.53
C10 3.33 -0.93 -0.66
C11 3.04 -1.77 -2.03
C12 -0.50 1.06 -1.49
C13 -1.85 1.20 -0.51
C14 -2.83 -0.11 -0.55
C15 -4.26 0.36 0.16
C16 -4.11 -0.11 1.76
C17 -4.46 -1.72 1.92
N2 -3.27 -2.58 2.30
C18 -0.26 -0.60 -1.56
O1 -0.45 -1.32 -2.68
O2 0.15 -1.34 -0.33
P1 -1.10 1.68 -3.22
O3 -1.48 3.41 -3.24
O4 -2.59 0.89 -3.75
S1 0.19 1.40 -4.66
H1 2.02 5.86 1.51
H2 1.96 4.09 2.17
H3 0.31 4.89 1.73
H4 2.68 3.85 -0.22
H5 1.30 5.11 -0.85
H6 -0.50 3.61 -0.83
H7 0.00 2.86 0.81
H8 1.97 0.77 -2.47
H9 2.69 2.38 -1.85
H10 3.09 2.41 1.36
H11 4.49 1.01 3.24
H12 5.19 -1.70 2.82
H13 4.48 -2.91 0.35
H14 2.72 -2.87 -1.68
H15 2.16 -1.38 -2.69
H16 4.06 -1.93 -2.62
H17 -1.54 1.33 0.64
H18 -2.45 2.18 -0.78
H19 -3.05 -0.54 -1.62
H20 -2.45 -1.03 0.10
H21 -4.37 1.54 0.19
H22 -5.17 -0.19 -0.34
H23 -4.70 0.59 2.49
H24 -2.96 0.03 2.01
H25 -5.36 -1.87 2.67
H26 -4.80 -2.08 0.85
H27 -3.12 -3.36 1.62
H28 -2.39 -2.04 2.41
H29 -2.14 3.54 -2.48
H30 -2.49 -0.10 -3.75
C19 0.66 -5.28 1.27
O5 1.17 -6.38 1.37
N3 -0.42 -4.91 1.98
N4 1.13 -4.33 0.44
H31 -0.86 -4.01 1.91
H32 -0.81 -5.60 2.62
H33 1.94 -4.56 -0.12
H34 0.72 -3.41 0.34

Atom charges from the Mulliken analysis, given in e for atoms 1 to 2: number 1, C, carries -0.9830; number 2, C, carries -0.4631



[3]
Molecular formula: C2H6O
Method: DFT, the ωB97M-V functional and the def2-TZVPD basis

Summary:
Calculated total energy   -4217.7279 eV
ΔE to the lowest compared entry with this formula, charge and spin   71.3 kJ/mol
SMILES   C=C.O

Geometry (Å):
C1 0.00 0.00 0.00
C2 -0.31 -1.16 -0.60
H1 0.16 0.07 1.08
H2 0.08 0.92 -0.58
H3 -0.39 -2.08 0.00
H4 -0.45 -1.25 -1.68
O1 -0.68 1.04 -3.09
H5 -1.38 0.70 -3.69
H6 0.02 0.34 -3.11

Atom charges from the Mulliken analysis, given in e for atoms 1 to 2: number 1, C, carries -0.3343; number 2, C, carries -0.3986



[4]
Molecular formula: C22H24F3IrNO3P2
Method: DFT, the ωB97M-V functional and the def2-TZVPD basis

Summary:
Multiplicity   6
Calculated total energy   -60386.0263 eV
ΔE to the lowest compared entry with this formula, charge and spin   104.9 kJ/mol
Net charge   +2

Geometry (Å):
C1 -1.53 3.29 -2.40
C2 -1.31 2.00 -1.90
C3 0.00 1.48 -1.93
C4 1.10 2.30 -2.17
C5 0.86 3.61 -2.63
C6 -0.45 4.09 -2.74
C7 2.39 1.76 -1.63
C8 2.58 0.34 -2.10
C9 1.45 -0.49 -1.90
C10 1.52 -1.88 -1.85
C11 2.74 -2.49 -2.21
C12 3.88 -1.67 -2.46
C13 3.78 -0.28 -2.39
H1 -2.58 3.64 -2.49
H2 1.70 4.21 -2.92
H3 -0.63 5.11 -3.09
H4 3.25 2.41 -1.92
H5 2.79 -3.56 -2.27
H6 4.80 -2.15 -2.72
H7 4.64 0.34 -2.66
N1 0.28 0.18 -1.35
Ir1 0.11 -0.02 0.58
C14 -2.39 1.18 -1.21
H8 -2.52 0.18 -1.65
H9 -3.36 1.69 -1.29
C15 0.33 -2.65 -1.29
H10 -0.57 -2.42 -1.87
H11 0.54 -3.71 -1.37
P1 -1.99 0.99 0.57
P2 0.02 -2.26 0.48
C16 1.33 -3.13 1.35
H12 1.24 -2.90 2.41
H13 1.17 -4.20 1.19
H14 2.32 -2.84 1.01
C17 -1.53 -2.99 0.94
H15 -1.40 -4.08 0.96
H16 -1.79 -2.66 1.94
H17 -2.33 -2.73 0.24
C18 -1.93 2.66 1.29
H18 -2.95 3.06 1.33
H19 -1.51 2.58 2.31
H20 -1.30 3.29 0.66
C19 -3.36 0.02 1.30
H21 -3.08 -0.30 2.32
H22 -4.25 0.65 1.34
H23 -3.57 -0.86 0.67
C20 1.85 0.03 1.34
O1 2.89 -0.13 1.84
H24 2.09 1.67 -0.58
F1 -1.05 0.20 6.03
C21 -0.92 -0.60 4.94
F2 -0.03 -1.59 5.24
F3 -2.15 -1.20 4.74
C22 -0.48 0.16 3.64
O2 -0.16 1.33 3.69
O3 -0.54 -0.66 2.63

Atom charges from the Mulliken analysis, given in e for atoms 1 to 2: number 1, C, carries -0.7679; number 2, C, carries -0.0094